Entry 1:
DFT (the ωB97M-V functional and the def2-TZVPD basis) results for 17 unconnected molecules or ions with the total composition C63H151N17O13 at a distorted geometry.

```
! RIJCOSX wB97M-V def2-TZVPD def2/J DEFGRID3
* xyz -1 2
C 2.0412 -4.4155 5.2392
C 1.8344 -3.3400 6.3469
N 0.7278 -2.4410 6.0781
C 0.5181 -1.5564 7.2340
C 0.1472 -2.3331 8.5338
C 0.9868 -1.6317 4.8521
C -0.0505 -0.6053 4.4305
H 2.2885 -3.9229 4.2988
H 1.2308 -5.1331 5.1109
H 2.9253 -4.9900 5.5154
H 1.7478 -3.8467 7.3081
H 2.7428 -2.7727 6.5492
H 1.4144 -1.0086 7.5251
H -0.1816 -0.7390 7.0599
H -0.8079 -2.8583 8.5314
H 0.9480 -2.9132 8.9923
H -0.0167 -1.5091 9.2283
H 1.0704 -2.3281 4.0177
H 1.9354 -1.0978 4.9095
H 0.1408 -0.2406 3.4212
H 0.0600 0.2511 5.0957
H -1.0999 -0.8997 4.4350
C 4.6676 4.8602 -2.7359
C 5.4255 4.6190 -1.4870
N 5.1396 3.2882 -0.8500
C 3.8738 3.3834 -0.0885
C 3.1817 2.0828 0.1634
C 6.2147 2.9330 0.0651
C 7.5631 2.6338 -0.5899
H 4.8690 4.0123 -3.3906
H 4.9454 5.8547 -3.0851
H 3.6117 4.6966 -2.5204
H 6.4911 4.7687 -1.6607
H 5.1246 5.4023 -0.7912
H 3.9572 3.7394 0.9383
H 3.1009 4.0073 -0.5373
H 3.8339 1.4130 0.7237
H 2.2818 2.2741 0.7479
H 2.8795 1.6261 -0.7791
H 5.9211 2.0360 0.6103
H 6.3260 3.6622 0.8676
H 8.0085 3.4196 -1.2000
H 7.5501 1.7396 -1.2131
H 8.2864 2.4725 0.2094
C -1.3894 1.7674 0.4962
C -1.7592 0.5709 -0.4254
N -0.6627 -0.1435 -1.0853
C -1.1482 -1.1495 -2.0275
C -0.0424 -1.7130 -2.9011
C 0.4580 -0.6732 -0.2580
C -0.0443 -1.7762 0.7041
H -2.3040 2.2806 0.7933
H -0.8600 2.5562 -0.0384
H -0.9581 1.4699 1.4520
H -2.3050 -0.1253 0.2114
H -2.4649 1.0279 -1.1191
H -1.5920 -1.9573 -1.4457
H -1.9041 -0.7462 -2.7013
H 0.6790 -2.3192 -2.3531
H -0.4211 -2.3698 -3.6842
H 0.6412 -1.0027 -3.3663
H 0.8994 0.1107 0.3574
H 1.2772 -1.0884 -0.8450
H 0.8375 -2.1769 1.2042
H -0.5902 -2.5618 0.1818
H -0.6567 -1.4017 1.5243
C 3.5645 -0.7825 2.4315
C 5.1043 -0.7578 2.3946
N 5.7476 -1.0726 3.6844
C 7.1992 -0.9070 3.5325
C 7.9238 -0.5460 4.8611
C 5.3116 -2.3014 4.3129
C 5.8129 -3.5848 3.6198
H 3.2622 -0.1304 3.2509
H 3.2133 -1.7606 2.7601
H 3.1140 -0.5366 1.4699
H 5.4881 -1.5347 1.7333
H 5.3912 0.1883 1.9357
H 7.6471 -1.7524 3.0102
H 7.3670 -0.0275 2.9108
H 7.5673 0.3371 5.3914
H 7.9013 -1.3920 5.5480
H 8.9670 -0.3978 4.5823
H 4.2361 -2.2866 4.4893
H 5.7184 -2.3478 5.3231
H 5.8127 -3.6593 2.5323
H 5.2375 -4.4645 3.9084
H 6.8285 -3.7574 3.9761
C -3.5641 -0.1601 2.8152
C -4.6981 0.4069 1.9523
O -5.1157 -0.2541 0.9901
N -5.2150 1.5462 2.3458
C -6.2837 2.3220 1.8222
H -3.1736 -1.0728 2.3650
H -3.8459 -0.4217 3.8351
H -2.7226 0.5327 2.8110
H -4.7843 2.0204 3.1266
H -6.6058 3.0352 2.5811
H -7.1018 1.7432 1.3935
H -5.9178 2.9213 0.9885
C -2.9917 -2.4566 6.2976
C -2.7423 -3.3630 5.0910
O -3.6993 -3.7891 4.4896
N -1.4678 -3.6215 4.7206
C -1.1271 -4.2820 3.4773
H -2.0566 -1.9827 6.5960
H -3.4703 -2.9972 7.1142
H -3.6923 -1.6503 6.0801
H -0.7214 -3.1558 5.2167
H -0.8302 -3.5594 2.7172
H -1.8827 -4.9272 3.0291
H -0.3269 -5.0188 3.5479
C -3.7183 5.0668 0.5679
C -4.1127 6.3739 1.1360
O -5.3221 6.6769 1.2238
N -3.1701 7.2545 1.4107
C -3.4814 8.6153 1.8881
H -3.7899 4.3034 1.3426
H -2.6943 4.9878 0.2026
H -4.3816 4.7521 -0.2378
H -2.1818 7.0846 1.2901
H -4.2277 8.8101 2.6583
H -3.8919 9.2021 1.0663
H -2.6078 9.1061 2.3171
C 5.2224 -4.5416 -3.0661
C 4.3237 -3.3118 -2.7840
O 3.0904 -3.4004 -2.9729
N 4.9355 -2.2423 -2.3239
C 4.3036 -0.9481 -1.9481
H 4.6585 -5.4644 -2.9294
H 6.0678 -4.6142 -2.3820
H 5.6144 -4.4903 -4.0819
H 5.9448 -2.2091 -2.3361
H 5.0411 -0.1527 -2.0553
H 3.8857 -1.1034 -0.9534
H 3.4966 -0.8446 -2.6734
C -3.0586 -6.1762 -1.5959
C -3.3249 -4.7843 -1.1665
O -3.2713 -3.8312 -1.9624
N -3.5593 -4.5874 0.1582
C -3.8872 -3.3232 0.8503
H -3.9581 -6.7048 -1.9115
H -2.4745 -6.6811 -0.8265
H -2.3588 -6.2310 -2.4298
H -3.7089 -5.3862 0.7579
H -3.2481 -2.5362 0.4499
H -3.6381 -3.4078 1.9081
H -4.9113 -2.9863 0.6898
C 0.1881 -0.4786 -6.5568
C -0.4842 -0.3817 -7.9006
O -0.6841 0.7045 -8.4293
N -0.7359 -1.5445 -8.4711
C -1.3305 -1.6480 -9.7950
H 1.0708 0.1606 -6.5787
H 0.5912 -1.4864 -6.4569
H -0.5327 -0.2759 -5.7646
H -0.4640 -2.3803 -7.9734
H -1.6232 -2.6670 -10.0482
H -0.5335 -1.4967 -10.5230
H -2.1158 -0.9174 -9.9891
C -3.2575 2.9614 6.2999
C -2.8699 3.2939 4.9048
O -3.5253 2.8837 3.9322
N -1.7255 3.9446 4.7078
C -1.3888 4.5204 3.4276
H -2.6014 3.5550 6.9364
H -3.0840 1.9051 6.5055
H -4.3184 3.2038 6.3610
H -1.0801 4.0573 5.4765
H -1.4002 3.8157 2.5961
H -0.4698 5.0888 3.5700
H -2.1646 5.2390 3.1635
C 3.2120 -3.8984 0.7827
C 1.9279 -4.6931 0.5502
O 1.3773 -5.3609 1.4126
N 1.4994 -4.6339 -0.6866
C 0.2939 -5.3236 -1.2133
H 3.9979 -4.4944 0.3188
H 3.4665 -3.9505 1.8413
H 3.2084 -2.8595 0.4530
H 1.9284 -4.0356 -1.3781
H -0.1641 -4.8139 -2.0610
H -0.4802 -5.5110 -0.4692
H 0.7009 -6.2870 -1.5203
C -0.0470 5.5849 -1.1189
C 0.2222 6.7730 -0.2557
O -0.3570 6.8872 0.8474
N 1.1320 7.6082 -0.6982
C 1.4775 8.8709 -0.0837
H -1.1266 5.5381 -1.2613
H 0.0494 4.6421 -0.5805
H 0.4072 5.5444 -2.1090
H 1.5836 7.4240 -1.5827
H 2.1237 9.4047 -0.7805
H 2.0339 8.6600 0.8296
H 0.6214 9.5396 0.0058
C -7.3616 5.9729 -1.4808
C -7.2468 4.4478 -1.2900
O -8.1082 3.7727 -0.7017
N -6.1600 3.9017 -1.9410
C -5.7548 2.5434 -1.7326
H -6.8311 6.5137 -2.2646
H -7.0631 6.5259 -0.5903
H -8.4220 6.1455 -1.6654
H -5.4455 4.5239 -2.2910
H -5.5367 2.0755 -2.6925
H -6.4853 1.8655 -1.2911
H -4.9452 2.4892 -1.0047
C 1.4744 2.1334 -3.0018
C 0.3008 2.3757 -3.9191
O 0.4175 3.1423 -4.8621
N -0.8405 1.7265 -3.5979
C -2.1468 1.9536 -4.1479
H 1.4190 2.9276 -2.2573
H 2.4408 2.1010 -3.5049
H 1.3585 1.1874 -2.4728
H -0.8027 1.0819 -2.8212
H -2.9077 2.2425 -3.4230
H -2.4979 1.0861 -4.7067
H -2.0532 2.7426 -4.8942
C -5.3242 -1.0296 -2.2334
C -4.6695 -1.0248 -3.6149
O -4.8592 0.0019 -4.3405
N -3.9493 -2.0518 -4.0027
C -3.1570 -2.1335 -5.2469
H -4.5940 -1.1631 -1.4352
H -5.9647 -1.9100 -2.1809
H -6.0420 -0.2312 -2.0454
H -3.7703 -2.7736 -3.3194
H -3.7285 -2.4415 -6.1224
H -2.4845 -2.9856 -5.1478
H -2.5466 -1.2564 -5.4616
C 0.9259 -5.0859 -5.5185
C 0.1084 -4.9201 -6.7836
O -0.8248 -4.0948 -6.8607
N 0.3899 -5.6279 -7.8583
C -0.1105 -5.4450 -9.1992
H 1.2633 -4.0768 -5.2820
H 1.7289 -5.8203 -5.5815
H 0.2651 -5.3616 -4.6966
H 1.1800 -6.2429 -7.7256
H 0.4918 -6.0919 -9.8369
H -0.0559 -4.4108 -9.5393
H -1.1529 -5.7628 -9.1764
*
```

Calculated values
maximum force = 4.61 eV/A
⟨S²⟩ = 0.7505
gap between HOMO and LUMO (alpha / beta) = 0.047 / 0.288 Ha

Atomic partial charges in e from the Mulliken method, atoms 1 to 5: C -1.091; C -0.682; N 0.393; C -1.032; C -1.323

Entry 2:
DFT (the ωB97M-V functional and the def2-TZVPD basis) results for 2 unconnected molecules or ions with the total composition C3H7N2O at a distorted geometry.

```
! RIJCOSX wB97M-V def2-TZVPD def2/J DEFGRID3
* xyz 1 1
C 1.2395 -0.4821 -0.9441
C 1.4980 0.4025 0.0976
N 0.2337 1.2187 0.4111
C -0.6365 0.6469 -0.4716
N -0.1148 -0.2206 -1.3260
H 1.8216 -1.3013 -1.3931
H 2.3902 0.6826 0.5557
H 0.1770 1.8601 1.1632
H -1.7057 0.9241 -0.3738
H -0.6596 -0.4614 -2.0700
H -1.3573 -1.2460 2.4802
H -2.3858 -1.1073 1.5478
O -1.4648 -1.2176 1.5504
*
```

Calculated values
maximum force = 8.05 eV/A
energy relative to the best compared isomer or geometry (same formula, charge and spin) = 1.322 eV
gap between HOMO and LUMO = 0.413 Ha

Atomic partial charges in e from the Mulliken method, atoms 1 to 5: C -0.192; C -0.303; N -0.005; C -0.185; N 0.070

Entry 3:
DFT (the ωB97M-V functional and the def2-TZVPD basis) results for a molecular structure, C4H12N2O at a distorted geometry.

```
! RIJCOSX wB97M-V def2-TZVPD def2/J DEFGRID3
* xyz 0 1
C -0.1322 -0.3544 -0.8588
C -1.0226 -1.5773 -1.0298
C -0.8488 0.9466 -1.1781
H 0.7198 -0.4674 -1.5551
H 1.0156 -0.2422 0.0507
H -0.4968 -2.5034 -0.7762
H -0.1624 1.7985 -1.1960
H -1.3485 0.9087 -2.1532
H -1.9107 -1.5051 -0.3943
H -1.3734 -1.6829 -2.0629
H -1.6122 1.1612 -0.4238
N 1.4741 0.0391 1.2229
N 1.8162 1.4145 1.3479
C -0.0462 -0.2820 1.4013
O -0.7913 0.5689 1.8377
H 2.0990 -0.5425 1.7776
H 1.1622 1.8294 2.0143
H 1.6106 1.8577 0.4563
H -0.1523 -1.3673 1.5195
*
```

Calculated values
maximum force = 1.64 eV/A
energy relative to the best compared isomer or geometry (same formula, charge and spin) = 4.906 eV
gap between HOMO and LUMO = 0.327 Ha

Atomic partial charges in e from the Mulliken method, atoms 1 to 5: C 0.190; C -1.423; C -1.246; H 0.323; H 0.158

Entry 4:
DFT (the ωB97M-V functional and the def2-TZVPD basis) results for C2HNO2 in the gas phase at a distorted geometry.

```
! RIJCOSX wB97M-V def2-TZVPD def2/J DEFGRID3
* xyz 0 1
C 0.0955 0.2144 0.4570
C -0.3791 -0.2465 -0.9251
H 1.2483 1.6066 0.8704
N -0.4949 -1.2714 -1.6347
O 0.8758 1.2247 0.1321
O -0.3861 -0.2889 1.5405
*
```

Calculated values
maximum force = 9.40 eV/A
structure (SMILES) = N#CC(=O)O
energy relative to the best compared isomer or geometry (same formula, charge and spin) = 2.087 eV
gap between HOMO and LUMO = 0.408 Ha

Atomic partial charges in e from the Mulliken method, atoms 1 to 5: C 0.618; C 0.193; H 0.342; N -0.342; O -0.333